one | Molecular formula: C41H46N9O7PW
Method: DFT, ωB97M-V/def2-TZVPD

Its spin multiplicity is 3. For the molecular weight, the calculation gives 991.69 g mol⁻¹. Its LUMO energy (spin up / spin down) is -6.8 / -6.4 eV. As for the total charge: +2. For the HOMO energy (spin up / spin down), the calculation gives -13.51 / -13.57 eV.

Each line ends with the Mulliken charge.
Cartesian coordinates (Å):
W1 -0.50522 0.25058 0.80638  1.171
O1 -3.38122 -0.14977 3.34768  -0.724
C1 -2.36665 -0.67850 2.94245  -0.629
O2 -1.25578 -0.00600 2.71198  -0.367
C2 -2.32649 -2.12219 2.58183  1.505
C3 -2.98733 -3.07598 3.34669  -0.440
C4 -3.03051 -4.37339 2.88308  -0.776
C5 -2.47990 -4.75523 1.67213  -0.233
C6 -1.82939 -3.78540 0.93840  0.110
C7 -1.74007 -2.46582 1.36236  -1.376
O3 -1.18955 -1.53761 0.54034  1.059
N1 -1.22220 -4.21272 -0.32901  1.115
O4 -1.96018 -4.63865 -1.17770  -0.535
O5 -0.02151 -4.06326 -0.43203  -0.607
N2 -3.73244 -5.39919 3.68700  1.026
O6 -3.70047 -6.53079 3.26931  -0.596
O7 -4.27159 -5.01789 4.69674  -0.587
H1 -3.48007 -2.80808 4.27134  0.673
H2 -2.56099 -5.77546 1.32294  0.650
C8 -0.79551 2.98158 2.57512  -0.210
C9 -0.23986 4.21692 3.31913  -1.053
N3 1.20200 4.31005 3.17235  -0.161
C10 1.78188 3.08822 3.70357  -1.013
C11 1.31119 1.85267 2.90151  0.037
N4 0.30465 2.23890 1.85600  0.290
C12 0.96360 3.23152 0.94974  0.338
C13 1.52371 4.42975 1.76094  -1.009
H3 -1.51606 3.29897 1.82752  0.132
H4 -1.27443 2.26579 3.24286  0.589
H5 -0.48060 4.15840 4.38109  0.291
H6 -0.69238 5.12789 2.92705  0.361
H7 1.49367 2.99914 4.75100  0.235
H8 2.86998 3.16168 3.66743  0.419
H9 0.84391 1.09667 3.53570  0.428
H10 2.14752 1.39629 2.37431  -0.036
H11 0.21622 3.55153 0.22092  0.343
H12 1.76405 2.71676 0.42709  -0.262
H13 1.11103 5.36594 1.38475  0.339
H14 2.60786 4.48190 1.65242  0.325
N5 -3.30366 1.65002 1.24662  0.359
C14 -4.10819 2.63103 0.85127  -0.491
C15 -3.52972 3.24375 -0.24921  -1.161
C16 -2.34965 2.55336 -0.45791  0.106
N6 -2.19625 1.57220 0.45498  0.592
H15 -3.36486 1.09913 2.12050  -0.003
H16 -5.03110 2.82156 1.37039  0.551
H17 -3.91944 4.06362 -0.82132  0.559
H18 -1.60067 2.71886 -1.21225  -0.057
C17 3.12803 -2.16587 -3.69707  -1.009
C18 2.51625 -1.13015 -4.38678  -0.935
C19 1.45959 -0.43590 -3.80942  -1.356
C20 1.01065 -0.78079 -2.53582  0.900
C21 1.62123 -1.82986 -1.85410  0.697
C22 2.67725 -2.51662 -2.42913  -0.242
P1 -0.46654 -0.00806 -1.80664  3.282
C23 -0.69573 1.48484 -2.81671  -0.764
C24 -1.78919 1.62136 -3.66159  -0.458
C25 -1.96894 2.79633 -4.38457  -0.958
C26 -1.06520 3.83768 -4.26584  -0.752
C27 0.03940 3.70630 -3.42809  -1.066
C28 0.21970 2.53636 -2.71224  0.255
C29 -1.83073 -1.11826 -2.24423  0.606
C30 -3.09539 -0.93893 -1.68130  -0.098
C31 -4.14766 -1.75815 -2.05135  -0.717
C32 -3.94591 -2.76919 -2.98441  -0.808
C33 -2.69433 -2.94981 -3.54824  -0.849
C34 -1.63614 -2.12611 -3.18573  -0.691
H19 3.94332 -2.71074 -4.15225  0.421
H20 2.84910 -0.86723 -5.38046  0.463
H21 0.98123 0.35373 -4.37210  0.453
H22 1.25552 -2.13128 -0.88419  -0.971
H23 3.12523 -3.34775 -1.90190  0.616
H24 -2.50849 0.81858 -3.76127  0.522
H25 -2.81718 2.88686 -5.04826  0.490
H26 -1.20903 4.74637 -4.83284  0.446
H27 0.75622 4.51083 -3.34279  0.510
H28 1.09278 2.45787 -2.07390  0.447
H29 -3.27556 -0.15327 -0.95529  0.256
H30 -5.12467 -1.60869 -1.61340  0.539
H31 -4.76512 -3.41444 -3.26812  0.427
H32 -2.53081 -3.73798 -4.26929  0.474
H33 -0.66745 -2.29107 -3.63488  0.346
C35 5.07695 0.58137 -0.49344  -0.957
C36 3.82426 0.85305 -1.29698  -0.351
N7 2.68107 0.68236 -0.40256  1.005
C37 2.59407 -0.30499 0.50148  -0.379
N8 1.40229 -0.50403 1.11901  0.591
C38 1.42873 -1.44387 2.27036  -0.131
C39 2.30649 -2.63749 1.97420  -0.376
C40 3.70436 -2.13156 1.73844  -0.960
N9 3.68352 -1.01594 0.78532  0.373
C41 4.96821 -0.80850 0.09333  -0.739
H34 5.18375 1.32414 0.29990  0.297
H35 5.96166 0.64278 -1.12575  0.429
H36 3.74132 0.16415 -2.14128  0.156
H37 3.79798 1.87401 -1.67685  0.372
H38 1.78048 1.01073 -0.73177  -1.500
H39 0.40861 -1.76787 2.46888  -0.166
H40 1.77167 -0.91571 3.16626  0.306
H41 1.92539 -3.17592 1.10459  -0.034
H42 2.29886 -3.32757 2.81749  0.497
H43 4.35592 -2.89842 1.31818  0.557
H44 4.16320 -1.78016 2.66784  0.329
H45 5.05210 -1.57142 -0.68663  0.400
H46 5.75032 -0.99489 0.82870  0.524



two | Molecular formula: C41H46N9O7PW
Method: DFT, ωB97M-V/def2-TZVPD

Its spin multiplicity is 3. For the molecular weight, the calculation gives 991.69 g mol⁻¹. Its LUMO energy (spin up / spin down) is -5.3 / -5.9 eV. As for the total charge: +2. For the HOMO energy (spin up / spin down), the calculation gives -13.02 / -12.97 eV.

Each line ends with the Mulliken charge.
Cartesian coordinates (Å):
W1 0.61372 -0.35197 -0.53151  1.666
O1 2.12653 -3.14690 0.70644  -0.538
C1 2.20874 -2.01115 1.14717  0.155
O2 2.30045 -0.91059 0.41933  -0.529
C2 2.08352 -1.64805 2.57227  0.965
C3 2.80526 -2.26255 3.57510  -0.636
C4 2.61332 -1.84799 4.87741  -0.774
C5 1.69993 -0.86443 5.19413  -0.539
C6 0.97603 -0.27593 4.17224  0.430
C7 1.11639 -0.65249 2.82188  -1.332
O3 0.33921 -0.16412 1.85563  0.306
N1 -0.05400 0.66644 4.54275  1.171
O4 0.13426 1.98487 3.82103  -0.607
O5 -0.39757 0.82898 5.69404  -0.678
N2 3.38995 -2.47991 5.96134  1.032
O6 4.24790 -3.27353 5.63178  -0.600
O7 3.18477 -2.08729 7.09100  -0.600
H1 3.51297 -3.04888 3.35171  0.695
H2 1.54477 -0.56778 6.22053  0.718
C8 -0.84397 1.37544 -3.18249  -0.024
C9 -0.98985 1.72440 -4.68487  -1.006
N3 -0.57758 0.59248 -5.50347  -0.138
C10 0.85216 0.39349 -5.31169  -0.991
C11 1.18699 0.31789 -3.80322  0.094
N4 -0.05328 0.11977 -2.98794  0.882
C12 -0.84613 -0.97884 -3.61494  0.025
C13 -1.28610 -0.59748 -5.05135  -0.973
H3 -1.82775 1.22197 -2.74349  -0.079
H4 -0.33860 2.17953 -2.64498  0.247
H5 -0.37690 2.58693 -4.95023  0.284
H6 -2.02626 1.97684 -4.91244  0.433
H7 1.39765 1.21216 -5.78170  0.392
H8 1.14414 -0.52550 -5.82284  0.309
H9 1.65437 1.23818 -3.44620  0.628
H10 1.86569 -0.49450 -3.61742  -0.713
H11 -1.70833 -1.18019 -2.97748  0.128
H12 -0.22387 -1.86752 -3.63350  0.147
H13 -2.35794 -0.39778 -5.09568  0.251
H14 -1.07965 -1.41705 -5.74066  0.423
N5 -2.43081 0.02638 -0.65841  0.033
C14 -3.48219 0.84215 -0.78323  -0.569
C15 -3.01007 2.13447 -0.68998  -1.870
C16 -1.64189 2.00402 -0.49166  -0.311
N6 -1.28322 0.71111 -0.44920  0.875
H15 -2.43205 -0.97769 -0.58780  -0.205
H16 -4.47549 0.44636 -0.93051  0.590
H17 -3.57747 3.04863 -0.75021  0.639
H18 -0.89561 2.77795 -0.39602  0.742
C17 -2.15199 6.32373 1.82686  -0.702
C18 -0.79046 6.11152 1.96730  -0.843
C19 -0.28865 4.82516 2.09843  -0.742
C20 -1.13410 3.70757 2.11800  0.824
C21 -2.50372 3.94816 1.94712  -0.273
C22 -3.00555 5.23119 1.80741  -1.112
P1 -0.45987 1.99787 2.32027  1.829
C23 1.14245 2.15453 1.36696  1.149
C24 2.11726 2.79910 2.13423  -1.138
C25 3.41736 2.98992 1.68334  -1.106
C26 3.80249 2.52987 0.44087  -0.988
C27 2.86978 1.85161 -0.32220  -0.050
C28 1.57528 1.61100 0.14197  0.039
C29 -2.00147 1.02273 2.60083  1.365
C30 -2.37526 -0.22586 2.11114  0.278
C31 -3.52018 -0.85747 2.57270  -0.783
C32 -4.29576 -0.27543 3.56421  -0.969
C33 -3.90078 0.93674 4.10826  -1.010
C34 -2.77010 1.57872 3.63250  -0.626
H19 -2.54216 7.32843 1.72658  0.431
H20 -0.10505 6.94842 1.97805  0.481
H21 0.77644 4.72616 2.19297  0.428
H22 -3.20567 3.12898 1.89369  0.642
H23 -4.07172 5.37419 1.68715  0.484
H24 1.88564 3.16157 3.12258  0.750
H25 4.12010 3.50778 2.32265  0.461
H26 4.80951 2.68049 0.07423  0.468
H27 3.14725 1.45637 -1.29226  0.299
H28 0.99479 1.35973 -0.90732  -0.484
H29 -1.73878 -0.75157 1.42375  -0.069
H30 -3.78549 -1.83441 2.18608  0.493
H31 -5.17963 -0.77868 3.93471  0.478
H32 -4.45731 1.38348 4.92211  0.523
H33 -2.46779 2.49953 4.11081  0.682
C35 -1.28568 -4.67372 -1.85490  -0.714
C36 -1.32489 -3.74543 -0.66116  -0.565
N7 -0.30876 -2.65892 -0.82147  -0.172
C37 0.81534 -2.88327 -1.66005  -0.583
N8 1.55153 -1.80688 -1.73535  0.674
C38 2.95268 -2.01505 -2.12872  -1.351
C39 3.01359 -3.00433 -3.28052  -0.367
C40 2.34098 -4.30582 -2.87742  -0.724
N9 1.04358 -4.04886 -2.23419  0.426
C41 0.13042 -5.18061 -2.05162  -0.598
H34 -1.62132 -4.15405 -2.75589  0.228
H35 -1.96018 -5.51274 -1.69039  0.437
H36 -1.09001 -4.29935 0.24785  0.389
H37 -2.30938 -3.29437 -0.53700  0.316
H38 0.12137 -2.61269 0.10961  -0.139
H39 3.49849 -2.39220 -1.26381  0.577
H40 3.39226 -1.05855 -2.39697  0.334
H41 4.04805 -3.20925 -3.55187  0.504
H42 2.52232 -2.58923 -4.16495  0.075
H43 2.96024 -4.86064 -2.16867  0.307
H44 2.16465 -4.94324 -3.74235  0.492
H45 0.45965 -5.79140 -1.20629  0.280
H46 0.19606 -5.79077 -2.95052  0.418



Tell me which of them is the least stable. Sure, it is two.